{
  "formula": "C13H19NO6S",
  "method": "ωB97M-V with the def2-TZVPD basis set",
  "e_homo_ha": -0.3125,
  "charge": 0,
  "lumo_energy_ev": 0.559,
  "gap_ev": 9.06,
  "total_energy_ha": -1411.0994,
  "symbols": ["C", "H", "H", "H", "O", "C", "O", "C", "C", "C", "C", "C", "C", "C", "H", "O", "C", "H", "H", "H", "O", "C", "H", "H", "H", "H", "S", "O", "O", "N", "C", "H", "H", "H", "C", "H", "H", "H", "H", "H"],
  "coordinates": [[-3.437, -2.529, 1.517], [-3.391, -1.619, 2.115], [-2.892, -3.341, 2.003], [-4.474, -2.815, 1.342], [-2.846, -2.232, 0.257], [-1.721, -2.842, -0.080], [-1.190, -3.723, 0.546], [-1.153, -2.230, -1.355], [-0.020, -1.362, -0.892], [-0.232, -0.128, -0.298], [0.822, 0.591, 0.241], [2.129, 0.129, 0.187], [2.369, -1.120, -0.428], [1.287, -1.830, -0.942], [1.500, -2.791, -1.381], [3.563, -1.736, -0.595], [4.736, -1.267, 0.035], [5.044, -0.294, -0.353], [5.497, -2.011, -0.200], [4.613, -1.203, 1.117], [3.187, 0.831, 0.695], [2.932, 2.048, 1.356], [2.493, 2.788, 0.680], [2.276, 1.907, 2.219], [3.906, 2.400, 1.694], [0.581, 1.534, 0.700], [-1.838, 0.643, -0.104], [-2.275, 0.470, 1.251], [-2.738, 0.278, -1.163], [-1.414, 2.285, -0.281], [-1.123, 2.578, -1.667], [-0.737, 3.594, -1.745], [-2.013, 2.475, -2.297], [-0.366, 1.875, -2.012], [-2.406, 3.164, 0.301], [-2.644, 2.776, 1.288], [-1.987, 4.167, 0.390], [-3.322, 3.204, -0.299], [-1.931, -1.640, -1.835], [-0.785, -3.022, -2.007]]
}